Entry from the OMol25 dataset: a 5-piece molecular cluster, H12NO4 overall in a non-equilibrium geometry (ωB97M-V with the def2-TZVPD basis set).

Lowest unoccupied orbital energy (alpha / beta) in eV: 0.630 / 0.304
Spin multiplicity: 2
Relative energy (zero: lowest compared OMol25 entry of this formula, charge and spin) in kJ/mol: 46.21
⟨S²⟩: 0.7505
Charge: 0

```
17
Properties=species:S:1:pos:R:3:forces:R:3
N -1.2930 -0.4151 1.2554 0.42 0.47 0.22
H -1.2697 0.6242 1.2152 0.37 -0.10 0.05
H -1.2945 -0.6954 2.2525 -0.38 0.00 0.15
H -2.1606 -0.6932 0.7621 0.33 -0.54 -0.10
H -0.4025 -0.8333 0.8712 -0.51 0.20 -0.38
H 3.2911 0.2569 -0.0607 -0.21 0.60 -0.21
H 3.1002 1.2927 -1.1648 -0.07 0.08 -1.05
O 3.1087 1.2008 -0.2273 0.33 -0.74 1.34
H 1.8735 1.9814 1.7148 -0.39 0.04 -0.35
H 0.9810 3.1814 2.0515 -0.12 -0.71 -0.34
O 0.9608 2.3036 1.6182 0.33 0.67 0.59
H -2.7847 -1.9651 -1.6743 0.13 0.08 0.27
H -3.6971 -0.8207 -1.2442 -0.02 0.04 0.09
O -2.9747 -1.3771 -0.9260 -0.19 -0.08 -0.34
H 0.8327 -0.6643 -2.5521 -0.06 -0.19 0.23
H 0.9330 -2.1322 -2.1144 0.02 -0.19 -0.09
O 0.7960 -1.2448 -1.7770 0.04 0.38 -0.08
```
Positions in Å, forces in eV/Å.

Here are the Mulliken charges for atoms 1 to 6, given in e: -2.570, 0.556, 1.110, 0.686, 0.455, 0.356